# 1
{
  "formula": "C4H7N3",
  "method": "ωB97M-V with the def2-TZVPD basis set",
  "homo_lumo_gap_ev": 8.6,
  "fmax_ev_per_a": 0.61,
  "energy_ha": -320.68449,
  "homo_energy_ev": -8.13,
  "lumo_energy_ev": 0.474,
  "multiplicity": 1,
  "symbols": ["C", "N", "C", "C", "C", "N", "N", "H", "H", "H", "H", "H", "H", "H"],
  "coordinates": [[2.306245, -0.205404, -0.026874], [0.884675, 0.037273, 0.155058], [0.179449, 1.124414, -0.192919], [-1.100012, 1.002882, 0.396607], [-2.311132, -0.396532, -0.171308], [-1.016138, -0.252853, 1.011813], [0.178050, -0.843046, 0.836550], [2.478697, -1.278356, 0.053635], [2.867657, 0.315380, 0.751965], [2.611450, 0.159634, -1.008996], [0.637621, 1.918723, -0.766946], [-2.165900, -1.472413, -0.288141], [-3.198115, -0.174275, 0.410442], [-2.352541, 0.064567, -1.160890]],
  "forces_ev_per_a": [[0.1, 0.0, 0.0], [-0.1, 0.1, 0.0], [0.1, -0.1, 0.0], [0.4, 0.1, 0.1], [-0.4, -0.4, -0.3], [0.0, 0.1, 0.1], [0.0, 0.2, -0.1], [0.0, 0.2, 0.0], [-0.1, -0.1, -0.1], [0.0, -0.1, 0.1], [-0.1, -0.1, 0.1], [0.0, 0.1, 0.0], [0.2, 0.0, -0.1], [0.1, 0.0, 0.2]]
}


# 2
{
  "formula": "C4H7N3",
  "method": "ωB97M-V with the def2-TZVPD basis set",
  "homo_lumo_gap_ev": 10.4,
  "fmax_ev_per_a": 1.16,
  "energy_ha": -320.85685,
  "homo_energy_ev": -10.10,
  "lumo_energy_ev": 0.344,
  "multiplicity": 1,
  "symbols": ["C", "C", "N", "C", "N", "C", "N", "H", "H", "H", "H", "H", "H", "H"],
  "coordinates": [[1.164340, 0.984820, 1.039953], [0.294191, 1.148920, -0.194959], [-0.958260, 0.364882, -0.168114], [-0.913866, -0.959839, -0.591721], [-1.533604, -1.380689, -1.621537], [-0.214020, -1.884094, 0.299599], [0.272731, -2.687585, 0.975109], [1.507358, -0.042692, 1.170096], [0.619601, 1.275294, 1.940266], [2.046294, 1.627134, 0.944291], [0.875430, 0.923270, -1.101308], [-0.004547, 2.197242, -0.282025], [-1.694783, 0.831885, -0.698296], [-1.460865, -2.398548, -1.711354]],
  "forces_ev_per_a": [[0.0, 0.0, 0.1], [0.1, 0.1, 0.0], [-0.3, 0.1, -0.4], [-0.2, 0.0, -0.1], [0.2, -0.1, 0.3], [0.6, -0.8, 0.6], [-0.4, 0.8, -0.7], [0.0, 0.1, 0.0], [0.0, 0.0, -0.1], [-0.1, -0.1, 0.0], [-0.1, 0.0, 0.1], [0.0, -0.1, 0.0], [0.3, -0.2, 0.1], [-0.1, 0.3, 0.1]]
}


# 3
{
  "formula": "C4H7N3",
  "method": "ωB97M-V with the def2-TZVPD basis set",
  "homo_lumo_gap_ev": [7.5, 7.5],
  "fmax_ev_per_a": 1.17,
  "energy_ha": -320.78544,
  "homo_energy_ev": [-7.05, -7.05],
  "lumo_energy_ev": [0.499, 0.490],
  "multiplicity": 1,
  "symbols": ["C", "C", "N", "C", "N", "C", "N", "H", "H", "H", "H", "H", "H", "H"],
  "coordinates": [[-1.120723, -0.074202, -1.156655], [-0.683179, -0.364057, 1.662112], [0.437238, 0.202438, 1.250009], [1.007884, -0.028612, 0.048803], [0.164894, -0.749581, -0.818779], [2.159591, 0.691512, -0.330024], [3.113400, 1.280854, -0.655070], [-1.155986, 0.010263, -2.241548], [-1.211499, 0.936771, -0.735089], [-2.020917, -0.617604, -0.825022], [-0.996741, -1.250796, 1.128924], [-1.202987, 0.048580, 2.508663], [0.842046, 0.945159, 1.810670], [0.666975, -1.030731, -1.646998]],
  "forces_ev_per_a": [[-0.1, 0.0, -0.2], [0.1, -0.1, 0.2], [-0.1, 0.1, -0.1], [-0.4, 0.2, 0.1], [0.2, 0.1, -0.2], [0.6, 0.5, -0.2], [-0.9, -0.6, 0.3], [-0.1, 0.1, 0.0], [0.3, -0.2, -0.1], [0.5, -0.1, -0.1], [-0.2, 0.3, 0.1], [0.2, -0.2, 0.2], [0.0, -0.1, -0.1], [-0.1, -0.1, 0.0]]
}


# 4
{
  "formula": "C4H7N3",
  "method": "ωB97M-V with the def2-TZVPD basis set",
  "homo_lumo_gap_ev": 9.4,
  "fmax_ev_per_a": 0.38,
  "energy_ha": -320.76311,
  "homo_energy_ev": -8.49,
  "lumo_energy_ev": 0.935,
  "multiplicity": 1,
  "symbols": ["C", "N", "C", "N", "N", "C", "C", "H", "H", "H", "H", "H", "H", "H"],
  "coordinates": [[0.102182, -2.085186, 0.597413], [-0.053376, -1.248876, -0.578392], [0.037070, 0.124060, -0.450472], [0.452633, 0.886746, -1.432804], [0.326585, 2.158671, -0.964502], [-0.059304, 2.320568, 0.326923], [-0.325657, 0.947247, 0.680113], [-0.690950, -1.863861, 1.319845], [-0.015678, -3.129007, 0.294470], [1.075594, -1.972535, 1.101129], [0.445396, -1.573938, -1.395941], [0.548233, 2.904037, -1.606020], [-1.248691, 1.882762, 0.460738], [-0.608571, 0.621298, 1.675091]],
  "forces_ev_per_a": [[0.0, -0.1, 0.1], [0.1, 0.1, -0.1], [0.0, 0.1, -0.1], [-0.1, -0.1, 0.3], [0.0, 0.2, 0.0], [0.1, -0.2, -0.3], [0.1, -0.1, 0.1], [0.1, 0.0, -0.1], [0.0, 0.2, 0.1], [-0.2, 0.0, -0.1], [-0.1, 0.0, 0.1], [0.0, -0.1, 0.2], [-0.1, 0.0, 0.0], [0.1, 0.1, -0.2]]
}


# 5
{
  "formula": "C4H7N3",
  "method": "ωB97M-V with the def2-TZVPD basis set",
  "homo_lumo_gap_ev": 8.5,
  "fmax_ev_per_a": 2.26,
  "energy_ha": -320.78694,
  "homo_energy_ev": -7.60,
  "lumo_energy_ev": 0.931,
  "multiplicity": 1,
  "symbols": ["N", "C", "C", "C", "N", "C", "N", "H", "H", "H", "H", "H", "H", "H"],
  "coordinates": [[-0.261203, 2.377024, -0.801033], [-0.102473, 1.091269, -0.245080], [-1.013483, 0.036711, 0.074242], [-0.106911, -1.068070, 0.363459], [-0.588036, -2.388067, 0.559058], [1.182090, -0.642322, 0.420660], [1.158596, 0.680518, -0.010635], [0.016673, 2.406043, -1.782395], [-1.227025, 2.676971, -0.763555], [-1.177004, -0.102584, 1.204523], [-0.309476, -2.883463, -0.284469], [-1.608328, -2.366631, 0.511790], [2.074925, -1.106481, 0.801885], [1.961656, 1.289082, -0.048449]],
  "forces_ev_per_a": [[-0.2, -0.2, 0.2], [0.4, 0.0, 0.5], [0.4, -0.1, 0.6], [0.8, -0.4, -0.4], [0.0, 0.0, -0.1], [0.1, -0.3, -0.2], [-0.1, 0.2, -0.1], [0.1, -0.1, 0.4], [0.0, -0.1, 0.1], [-1.7, 1.2, -0.8], [0.0, -0.3, 0.3], [0.3, 0.1, 0.1], [0.1, -0.1, -0.3], [-0.1, -0.1, -0.3]]
}


# 6
{
  "formula": "C4H7N3O",
  "method": "ωB97M-V with the def2-TZVPD basis set",
  "homo_lumo_gap_ev": 8.8,
  "fmax_ev_per_a": 5.18,
  "energy_ha": -395.87991,
  "homo_energy_ev": -8.13,
  "lumo_energy_ev": 0.711,
  "multiplicity": 1,
  "symbols": ["C", "C", "C", "C", "H", "H", "H", "H", "H", "H", "H", "N", "N", "N", "O"],
  "coordinates": [[-0.743220, -0.430306, 0.062564], [-0.534058, -1.846311, 0.134265], [0.781228, -1.053043, 0.321942], [-0.147684, 0.646004, -0.833012], [-2.083478, 0.317785, 1.216298], [-1.059718, -2.366035, 0.895513], [-0.434135, -2.557190, -0.668728], [1.345469, -1.119529, -0.637836], [1.145107, 0.432104, 1.749870], [1.729329, 0.918957, -1.149567], [-0.391799, 2.259839, -1.909184], [1.483261, 0.057937, 0.877487], [1.048637, 1.126189, -0.093578], [-0.677733, 1.198475, -1.810029], [-1.170941, 0.192224, 1.196489]],
  "forces_ev_per_a": [[1.7, 0.4, -2.9], [1.0, -1.1, 0.9], [-0.4, -1.0, -1.0], [-0.7, 0.0, 2.2], [-2.4, 0.2, -0.2], [-0.4, 0.0, 1.0], [0.1, 0.5, -0.6], [-1.0, -0.5, 0.4], [-0.2, -0.2, 0.4], [-1.6, 1.1, 4.4], [0.2, -2.9, -0.2], [-0.7, 1.4, -0.6], [2.8, -0.9, -4.3], [-0.7, 3.3, -0.7], [2.4, -0.1, 1.3]]
}


# 7
{
  "formula": "C4H7N3O",
  "method": "ωB97M-V with the def2-TZVPD basis set",
  "homo_lumo_gap_ev": 9.8,
  "fmax_ev_per_a": 4.87,
  "energy_ha": -396.02063,
  "homo_energy_ev": -9.03,
  "lumo_energy_ev": 0.793,
  "multiplicity": 1,
  "symbols": ["C", "C", "C", "C", "N", "N", "N", "O", "H", "H", "H", "H", "H", "H", "H"],
  "coordinates": [[1.669975, -0.084269, 0.409063], [1.822588, -1.372044, 0.267482], [1.020282, 0.570421, -0.746729], [-1.963296, 0.158078, 0.175263], [-0.069411, 1.427111, -0.507911], [-0.862941, 1.057907, 0.578919], [2.160164, -2.534812, 0.136799], [1.368280, 0.452333, -1.885553], [1.888817, 0.392067, 1.355556], [-1.860117, -0.713230, 0.786761], [-3.027595, 0.580492, 0.119245], [-1.697178, -0.052729, -0.877669], [-0.553559, 1.694320, -1.274050], [-1.377749, 1.802100, 1.183450], [1.481739, -3.377748, 0.279375]],
  "forces_ev_per_a": [[-0.5, 0.2, 0.0], [0.8, -1.5, 0.4], [-0.9, 1.5, 0.1], [0.0, 0.7, -1.6], [2.0, -0.8, 4.4], [-2.6, 1.2, 2.1], [-1.5, -1.5, -0.1], [0.7, -0.6, -1.2], [-0.3, 0.0, -0.1], [-0.6, -0.8, 0.2], [1.5, -0.4, 0.5], [-0.5, -0.7, 0.5], [-1.5, 1.0, -3.2], [2.2, -0.8, -1.9], [1.4, 2.4, -0.1]]
}


# 8
{
  "formula": "C4H7N3O",
  "method": "ωB97M-V with the def2-TZVPD basis set",
  "homo_lumo_gap_ev": 9.6,
  "fmax_ev_per_a": 4.63,
  "energy_ha": -396.10094,
  "homo_energy_ev": -8.87,
  "lumo_energy_ev": 0.759,
  "multiplicity": 1,
  "symbols": ["C", "C", "C", "C", "H", "H", "H", "H", "H", "H", "H", "N", "N", "N", "O"],
  "coordinates": [[-1.008332, -0.736116, 1.947240], [0.324969, -1.013848, -0.065865], [0.728794, -0.673177, -1.241637], [1.077925, 1.802886, -1.447730], [-2.094645, -0.581881, 3.440964], [-0.591804, -1.681698, 2.366552], [-1.048601, 0.513065, 0.363824], [0.692850, -1.954510, 0.299639], [1.382156, -1.253645, -1.917786], [-0.133586, 0.753850, -2.667268], [1.821756, 1.618940, -0.624288], [-1.868958, -0.001087, 2.622697], [-0.556025, -0.287184, 0.719032], [0.392353, 0.638185, -1.794105], [0.881147, 2.856219, -2.001269]],
  "forces_ev_per_a": [[-1.4, 1.7, 1.3], [-0.9, -0.5, 1.7], [1.1, 2.1, -4.0], [-0.2, -1.1, -0.1], [0.0, 0.6, -0.1], [-0.2, 0.6, -0.8], [0.1, 0.2, -0.3], [-0.2, -0.2, 0.5], [-0.4, 0.0, 0.9], [0.2, -0.4, 0.6], [-0.5, 0.3, -0.4], [1.6, -2.4, -1.1], [0.2, -1.2, 1.0], [0.2, 0.3, 0.2], [0.2, 0.0, 0.3]]
}


# 9
{
  "formula": "C4H7N3O",
  "method": "ωB97M-V with the def2-TZVPD basis set",
  "homo_lumo_gap_ev": 9.0,
  "fmax_ev_per_a": 10.27,
  "energy_ha": -395.93563,
  "homo_energy_ev": -8.50,
  "lumo_energy_ev": 0.482,
  "multiplicity": 1,
  "symbols": ["C", "C", "C", "C", "H", "H", "H", "H", "H", "H", "H", "N", "N", "N", "O"],
  "coordinates": [[2.637120, -0.107504, 0.073549], [1.162820, 0.155419, -0.257741], [-0.550528, 1.102414, -0.199630], [-2.057990, -1.086519, 0.075232], [2.877289, -1.037920, 0.704772], [3.122078, 0.910670, 0.513728], [3.289454, -0.263064, -0.816561], [-1.680787, 2.920658, -0.050238], [-2.603069, -1.915077, -0.639567], [-1.827810, -1.876658, 1.053705], [-2.989565, -0.428170, 0.102640], [0.760416, 1.286424, -0.097472], [-1.627082, 1.726009, 0.086197], [-0.841453, -0.378458, -0.416950], [0.329100, -1.008222, -0.131663]],
  "forces_ev_per_a": [[2.2, 0.6, 0.0], [6.4, -7.4, 3.2], [-7.1, -1.4, 1.6], [-1.5, -3.2, 0.4], [-0.9, 1.6, -0.6], [-1.5, -2.6, -0.7], [-0.8, 0.0, 0.2], [1.0, -4.6, 0.8], [2.3, 1.8, 0.8], [-0.6, 3.0, -2.3], [2.0, -0.2, 0.9], [-1.3, 3.6, -1.6], [-0.1, 4.9, -1.5], [-3.0, 1.5, -0.2], [2.9, 2.4, -1.0]]
}


# 10
{
  "formula": "C4H7N3O",
  "method": "ωB97M-V with the def2-TZVPD basis set",
  "homo_lumo_gap_ev": 8.9,
  "fmax_ev_per_a": 2.69,
  "energy_ha": -396.05285,
  "homo_energy_ev": -8.14,
  "lumo_energy_ev": 0.714,
  "multiplicity": 1,
  "symbols": ["C", "N", "N", "C", "C", "C", "N", "O", "H", "H", "H", "H", "H", "H", "H"],
  "coordinates": [[-0.807701, -0.971289, 1.318758], [0.802586, 1.296770, -1.161323], [-1.526034, 0.998857, -0.132263], [-1.281119, 0.375641, -1.280382], [0.823989, 0.397304, -0.214227], [-0.495008, 0.000067, 0.224290], [1.912574, -0.332847, 0.169706], [-1.642028, -0.054003, -2.313772], [1.670231, 1.430095, -1.668346], [-1.318766, 1.992544, -0.044684], [1.786667, -1.206837, 0.650011], [2.768735, -0.237920, -0.350604], [-0.294238, -1.922821, 1.165086], [-0.522434, -0.587169, 2.304440], [-1.877454, -1.178394, 1.333311]],
  "forces_ev_per_a": [[0.0, 0.0, 0.0], [0.5, 0.2, 0.6], [0.0, 0.6, -0.4], [-0.7, -1.6, 2.1], [0.5, 0.1, -1.7], [-0.8, 0.0, -1.0], [0.1, 0.1, 0.3], [0.4, 0.5, -0.2], [0.1, -0.1, 0.2], [0.0, 0.0, 0.1], [-0.1, 0.1, 0.1], [-0.1, 0.0, 0.0], [0.0, 0.0, 0.0], [0.0, 0.0, 0.0], [0.1, 0.0, 0.0]]
}